The following is a DFT calculation (wB97M-V/def2-TZVPD) of a molecular structure, C25H19BF4NOOsS3.

Element x y z (Å)
Os  -0.689  0.960  -0.322
N  -1.302  1.250  1.932
C  -1.525  -0.029  2.568
C  -0.911  -0.263  3.786
C  -1.111  -1.459  4.453
C  -1.939  -2.419  3.892
C  -2.527  -2.184  2.661
C  -2.322  -0.994  1.963
C  -2.875  -0.881  0.582
C  -4.112  -1.436  0.270
C  -4.565  -1.524  -1.041
C  -3.782  -1.081  -2.099
C  -2.563  -0.480  -1.832
C  -2.156  -0.365  -0.501
H  -0.666  1.818  2.483
H  -2.153  1.779  1.763
H  -0.284  0.507  4.225
H  -0.626  -1.634  5.404
H  -2.112  -3.358  4.401
H  -3.128  -2.961  2.205
H  -4.732  -1.808  1.077
H  -5.541  -1.950  -1.235
H  -4.118  -1.184  -3.122
H  -1.958  -0.095  -2.645
F  -2.310  4.304  -1.728
B  -2.402  2.975  -1.807
F  -2.110  2.441  -0.268
F  -3.578  2.419  -2.141
F  -1.299  2.327  -2.406
O  0.695  -0.208  -0.001
C  2.010  0.002  -0.580
C  2.384  -1.276  -1.284
C  1.523  -2.239  -1.719
C  2.187  -3.303  -2.396
C  3.529  -3.109  -2.450
S  4.003  -1.660  -1.674
C  2.944  0.348  0.555
C  4.149  0.971  0.498
C  4.787  1.048  1.775
C  4.042  0.489  2.761
S  2.576  -0.150  2.158
C  1.846  1.184  -1.512
C  1.806  2.512  -1.138
C  1.643  3.387  -2.248
C  1.570  2.704  -3.421
S  1.689  1.012  -3.205
H  0.453  -2.189  -1.560
H  1.689  -4.164  -2.818
H  4.277  -3.747  -2.897
H  4.570  1.372  -0.417
H  5.753  1.504  1.941
H  4.274  0.414  3.812
H  1.954  2.847  -0.117
H  1.584  4.463  -2.171
H  1.459  3.111  -4.416

Gap between HOMO and LUMO (spin up / spin down): 7.80 / 5.88 eV
Net charge: +1
HOMO energy (spin up / spin down): -11.52 / -11.54 eV
Spin multiplicity: 5
⟨S²⟩: 6.025

Atomic partial charges in e from the Löwdin method, atoms 1 to 4:
1 Os 1.853
2 N 0.028
3 C -0.250
4 C -0.033

---

The following is a DFT calculation (wB97M-V/def2-TZVPD) of a molecular structure, C25H19BaI2N7O11.

Element x y z (Å)
Ba  -0.657  -1.520  1.252
O  -1.346  2.584  -0.911
C  -0.253  2.565  -1.710
C  -0.165  3.495  -2.747
C  0.911  3.476  -3.604
C  1.917  2.543  -3.442
C  1.842  1.637  -2.409
C  0.778  1.639  -1.523
C  0.716  0.645  -0.449
O  -0.392  0.566  0.169
N  1.834  0.008  -0.194
N  1.728  -1.096  0.627
C  2.811  -1.561  1.137
C  2.905  -2.769  1.936
C  4.183  -3.094  2.402
C  4.439  -4.238  3.134
C  3.406  -5.119  3.393
C  2.123  -4.856  2.955
C  1.819  -3.679  2.252
O  0.621  -3.419  1.876
H  -1.251  1.732  -0.393
H  -0.981  4.187  -2.878
H  0.952  4.180  -4.423
H  2.739  2.501  -4.140
H  2.596  0.882  -2.271
H  3.749  -1.037  0.936
H  4.992  -2.413  2.177
H  5.440  -4.447  3.486
H  3.596  -6.028  3.945
H  1.323  -5.557  3.154
O  -2.198  -2.565  -0.127
C  -2.705  -1.411  -0.253
O  -3.234  -0.797  0.722
C  -2.507  -0.708  -1.560
C  -3.474  0.134  -2.007
C  -3.333  0.797  -3.249
C  -2.208  0.579  -4.032
C  -1.203  -0.271  -3.590
C  -1.239  -0.926  -2.290
O  -0.310  -1.569  -1.813
N  -0.118  -0.445  -4.460
O  -0.066  0.270  -5.471
O  0.725  -1.313  -4.233
N  -4.336  1.647  -3.710
O  -4.219  2.155  -4.835
O  -5.375  1.756  -3.050
H  -4.360  0.296  -1.412
H  -2.107  1.072  -4.986
I  -1.144  -3.932  3.219
I  -3.284  -4.582  4.989
C  -0.258  3.560  2.234
N  -0.214  2.211  2.705
C  0.986  1.492  2.971
C  0.440  0.120  3.279
O  1.075  -0.857  3.630
N  -0.920  0.133  3.041
C  -1.220  1.334  2.617
N  -2.456  1.642  2.216
H  0.633  4.079  2.583
H  -1.129  4.069  2.652
H  -0.298  3.614  1.138
H  1.560  1.906  3.801
H  1.615  1.422  2.077
H  -2.957  0.822  1.839
H  -2.538  2.462  1.631

Gap between HOMO and LUMO: 6.45 eV
Net charge: -2
HOMO energy: -2.72 eV
Spin multiplicity: 1

Atomic partial charges in e from the Löwdin method, atoms 1 to 4:
1 Ba 2.146
2 O 0.024
3 C -0.266
4 C -0.021

---

The following is a DFT calculation (wB97M-V/def2-TZVPD) of a molecular structure, C25H19Br2IrN4O5.

Element x y z (Å)
Ir  1.047  -2.481  1.001
C  3.729  0.563  -1.219
O  2.393  0.072  -0.995
C  1.365  0.850  -1.163
C  1.454  2.204  -1.457
C  0.367  2.982  -1.797
Br  0.784  4.690  -2.438
C  -1.023  2.720  -1.728
C  -1.650  1.678  -1.123
C  -0.944  0.544  -0.400
O  -1.682  -0.616  -0.357
C  -3.096  1.770  -1.020
N  -3.763  2.789  -1.524
C  -5.069  2.574  -1.197
C  -6.202  3.353  -1.474
C  -7.411  2.894  -1.016
C  -7.519  1.681  -0.297
C  -6.424  0.900  -0.012
C  -5.194  1.377  -0.466
N  -3.924  0.877  -0.379
H  3.992  1.284  -0.446
H  3.808  1.003  -2.211
H  4.363  -0.313  -1.142
H  2.435  2.647  -1.497
H  -1.678  3.486  -2.119
H  -1.824  -0.954  -1.252
H  -6.109  4.281  -2.022
H  -8.308  3.468  -1.202
H  -8.497  1.361  0.036
H  -6.516  -0.032  0.528
H  -3.624  0.068  0.136
Br  2.411  0.312  5.308
C  1.313  -0.365  3.931
C  1.216  -1.709  3.732
N  0.335  -2.269  2.845
C  -0.392  -1.420  2.012
C  -0.117  0.017  2.043
C  0.664  0.521  3.050
C  -0.543  0.995  1.042
O  -0.520  2.197  1.215
O  0.262  0.148  -1.112
H  1.799  -2.406  4.324
H  -1.395  -1.752  1.770
H  0.827  1.588  3.122
O  2.276  -3.503  -0.385
N  3.591  -3.540  -0.297
C  4.215  -3.481  0.893
C  5.590  -3.561  0.962
C  6.332  -3.706  -0.199
C  5.662  -3.780  -1.411
C  4.288  -3.696  -1.438
H  3.554  -3.369  1.741
H  6.063  -3.512  1.932
H  7.410  -3.768  -0.160
H  6.193  -3.908  -2.343
H  3.681  -3.754  -2.328

Gap between HOMO and LUMO (spin up / spin down): 4.80 / 4.44 eV
Net charge: +1
HOMO energy (spin up / spin down): -9.88 / -9.52 eV
Spin multiplicity: 2
⟨S²⟩: 0.767

Atomic partial charges in e from the Löwdin method, atoms 1 to 4:
1 Ir 1.004
2 C 0.011
3 O 0.017
4 C -0.325

---

The following is a DFT calculation (wB97M-V/def2-TZVPD) of a molecular structure, C25H19Cl5IrN4S3.

Element x y z (Å)
Ir  1.581  0.745  0.134
Cl  1.204  3.069  1.633
C  -0.318  2.235  1.680
C  -0.453  1.132  0.810
C  -1.760  0.737  0.708
Cl  -2.383  -0.317  -0.827
C  -2.843  1.198  1.469
Cl  -4.489  0.657  1.295
C  -2.599  2.175  2.421
Cl  -3.858  2.750  3.431
C  -1.317  2.730  2.499
Cl  -1.015  4.030  3.568
S  2.642  0.070  2.116
C  4.168  0.380  1.358
S  3.882  0.823  -0.290
C  5.388  0.288  1.969
C  5.482  -0.088  3.341
N  5.552  -0.401  4.447
C  6.583  0.566  1.244
N  7.538  0.793  0.642
C  -0.296  -4.284  1.948
C  -0.168  -2.980  2.475
C  0.400  -1.985  1.731
C  0.884  -2.210  0.409
C  1.447  -1.172  -0.422
C  1.913  -1.548  -1.668
C  1.815  -2.868  -2.156
C  1.250  -3.846  -1.395
C  0.777  -3.538  -0.098
C  0.170  -4.548  0.694
H  -0.747  -5.068  2.542
H  -0.514  -2.768  3.479
H  0.461  -0.995  2.152
H  2.376  -0.804  -2.301
H  2.201  -3.094  -3.142
H  1.167  -4.864  -1.757
H  0.096  -5.547  0.279
C  -1.889  -1.990  -0.573
C  -3.462  -0.209  -2.170
N  -0.911  0.131  -1.915
C  -0.536  1.380  -2.260
S  1.047  1.884  -1.948
N  -1.461  2.158  -2.831
C  -1.380  3.613  -2.925
C  -2.015  4.275  -1.711
H  -1.810  -2.568  -1.482
H  -3.396  -0.633  0.008
H  -1.610  -2.276  0.432
H  -3.209  0.959  -1.489
H  -4.391  -0.482  -1.621
H  -0.151  -0.530  -1.767
H  -2.326  1.710  -3.097
H  -1.872  3.910  -3.850
H  -0.330  3.883  -3.006
H  -3.051  3.953  -1.584
H  -2.010  5.360  -1.821
H  -1.456  4.020  -0.808

Gap between HOMO and LUMO (spin up / spin down): 4.64 / 4.43 eV
Net charge: 0
HOMO energy (spin up / spin down): -7.33 / -7.33 eV
Spin multiplicity: 2
⟨S²⟩: 0.757

Atomic partial charges in e from the Löwdin method, atoms 1 to 4:
1 Ir 0.547
2 Cl 0.720
3 C -0.679
4 C -0.277

---

Energy above the lowest of the compared OMol25 structures with the same formula, charge and spin values (in kJ/mol) by entry order: 3.6; 313.4; 399.6; 1529.3.
E_tot values (in a.u.) by entry order: -2803.49527; -2795.98131; -6811.23088; -4782.36911.